No. 1
{
  "formula": "C42H105N3O12",
  "method": "the ωB97M-V functional and the def2-TZVPD basis",
  "elements": ["C", "C", "C", "C", "C", "C", "N", "O", "C", "C", "C", "H", "H", "H", "H", "H", "H", "H", "H", "H", "H", "H", "H", "H", "H", "H", "H", "H", "H", "H", "C", "C", "C", "C", "C", "C", "N", "O", "C", "C", "C", "H", "H", "H", "H", "H", "H", "H", "H", "H", "H", "H", "H", "H", "H", "H", "H", "H", "H", "H", "C", "C", "C", "C", "C", "C", "N", "O", "C", "C", "C", "H", "H", "H", "H", "H", "H", "H", "H", "H", "H", "H", "H", "H", "H", "H", "H", "H", "H", "H", "O", "H", "H", "O", "H", "H", "O", "H", "H", "O", "H", "H", "C", "C", "C", "O", "H", "H", "H", "H", "H", "H", "H", "H", "C", "C", "C", "O", "H", "H", "H", "H", "H", "H", "H", "H", "C", "C", "C", "O", "H", "H", "H", "H", "H", "H", "H", "H", "C", "C", "C", "O", "H", "H", "H", "H", "H", "H", "H", "H", "C", "C", "C", "O", "H", "H", "H", "H", "H", "H", "H", "H"],
  "positions_angstrom": [[7.2656, 1.2288, 11.1994], [6.7191, 0.7647, 9.8236], [5.1660, 0.8773, 9.8911], [4.7052, 2.3412, 9.7799], [5.2766, 2.9542, 8.5045], [6.8366, 2.9006, 8.3475], [7.2894, 1.4555, 8.6723], [8.6400, 1.1541, 8.4401], [7.1479, 3.1395, 6.9091], [7.7099, 3.8556, 9.2416], [6.8403, -0.7898, 9.7203], [8.1336, 1.8717, 11.0528], [7.3367, 0.4482, 11.9568], [6.6676, 2.0109, 11.6669], [4.8036, 0.5737, 8.9090], [4.5762, 0.3626, 10.6497], [4.9689, 3.0019, 10.6058], [3.6160, 2.3817, 9.7702], [5.0065, 4.0078, 8.4326], [4.8112, 2.4578, 7.6530], [8.2110, 2.9718, 6.7362], [6.5524, 2.5720, 6.1940], [6.8905, 4.1222, 6.5141], [8.7705, 3.7298, 9.0238], [7.4367, 4.8837, 9.0038], [7.5354, 3.7560, 10.3129], [6.3574, -1.3900, 10.4914], [7.9188, -0.8307, 9.8729], [6.5792, -1.2373, 8.7613], [9.0095, 1.4681, 9.2686], [-0.8689, -1.1468, -3.4382], [-0.6464, 0.3075, -2.9242], [-1.8971, 0.6598, -2.0990], [-1.7823, 0.0949, -0.6539], [-0.4785, 0.4844, 0.0707], [0.7747, 0.0643, -0.7301], [0.5826, 0.3860, -2.1633], [1.6365, 0.1047, -2.9955], [1.8064, 1.0422, -0.2909], [1.0438, -1.3694, -0.4118], [-0.5603, 1.4118, -4.0519], [-0.9428, -1.7484, -2.5323], [-0.0079, -1.3805, -4.0646], [-1.7943, -1.2454, -4.0055], [-2.0700, 1.7337, -2.1697], [-2.7738, 0.2732, -2.6186], [-1.7755, -0.9945, -0.6896], [-2.5787, 0.3816, 0.0329], [-0.4779, -0.0252, 1.0342], [-0.5048, 1.4838, 0.5048], [2.7121, 0.8729, -0.8733], [1.5733, 2.0475, -0.6418], [2.0532, 1.0040, 0.7700], [1.8540, -1.6066, -1.1013], [1.2661, -1.4298, 0.6535], [0.3268, -2.1375, -0.7016], [0.2621, 1.2594, -4.7508], [-0.4643, 2.4478, -3.7269], [-1.4566, 1.3864, -4.6716], [2.0551, 0.9677, -2.9554], [-7.9355, -6.2750, -7.8356], [-6.4002, -6.5360, -7.6188], [-6.2056, -8.1150, -7.6510], [-4.8193, -8.6259, -7.9593], [-4.4446, -8.1119, -9.3548], [-4.4917, -6.5277, -9.4614], [-5.8013, -6.0079, -8.8850], [-5.9540, -4.5910, -9.0262], [-3.2629, -5.8548, -8.7405], [-4.4400, -6.1902, -10.9775], [-5.9852, -5.7935, -6.4059], [-8.4801, -6.9539, -7.1793], [-8.2910, -6.2562, -8.8658], [-8.3171, -5.3552, -7.3923], [-6.4161, -8.4401, -6.6321], [-6.8216, -8.7994, -8.2342], [-4.6720, -9.7027, -7.8764], [-4.0521, -8.2575, -7.2782], [-5.1649, -8.5729, -10.0307], [-3.4175, -8.4186, -9.5521], [-3.2699, -4.8288, -9.1086], [-3.3722, -6.0073, -7.6668], [-2.3356, -6.3668, -8.9977], [-3.4069, -6.2329, -11.3225], [-5.1467, -6.7478, -11.5920], [-4.7179, -5.1362, -10.9824], [-4.9047, -5.9157, -6.3304], [-6.5744, -6.2213, -5.5947], [-6.1269, -4.7174, -6.5063], [-6.5577, -4.4643, -9.7618], [-0.4521, 0.2248, -10.9375], [-0.8470, 0.8400, -11.5554], [-1.1392, 0.0586, -10.2921], [6.3784, -2.0458, 4.7370], [5.7187, -1.3536, 4.7797], [7.1951, -1.6149, 4.9891], [-4.4005, -4.6918, 2.6057], [-3.8833, -3.9075, 2.4221], [-3.8564, -5.2033, 3.2046], [4.4090, -5.1351, -3.4601], [4.2372, -5.4240, -2.5639], [3.8117, -4.3991, -3.5936], [-7.9885, -0.1471, 5.1341], [-9.1138, 0.9633, 5.2134], [-10.0644, 1.0909, 4.0510], [-9.7704, 0.5934, 6.3890], [-7.3122, -0.1089, 5.9880], [-7.4970, -0.1922, 4.1622], [-8.4933, -1.1094, 5.0483], [-8.6406, 1.8818, 5.5606], [-10.4959, 0.2065, 3.5824], [-9.5934, 1.5875, 3.2027], [-10.9440, 1.6996, 4.2609], [-10.6361, 0.7853, 6.0212], [-4.4349, 7.4559, 1.4512], [-5.5792, 8.4335, 1.8383], [-6.2389, 9.2292, 0.7174], [-6.5099, 7.5730, 2.4290], [-4.7127, 6.7426, 0.6751], [-3.8996, 6.8449, 2.1780], [-3.7051, 8.1032, 0.9649], [-5.1166, 9.1904, 2.4717], [-5.4730, 9.9562, 0.4474], [-7.1564, 9.7333, 1.0210], [-6.3832, 8.6862, -0.2167], [-6.1723, 7.2264, 3.2582], [7.4955, 5.8230, -4.7438], [6.1156, 5.1988, -4.5581], [5.4389, 4.7528, -5.8847], [6.1591, 4.0299, -3.8031], [7.4173, 6.7811, -5.2575], [8.1960, 5.2020, -5.3022], [7.9976, 6.1000, -3.8168], [5.3771, 5.8974, -4.1649], [5.7026, 3.7207, -6.1159], [5.7703, 5.2755, -6.7819], [4.3610, 4.6635, -6.0199], [7.0268, 3.6201, -3.7768], [-0.7822, -11.5607, -1.1142], [-0.3871, -10.3188, -0.2554], [-1.0681, -9.0469, -0.6592], [-0.7053, -10.4843, 1.1130], [-0.2425, -12.4352, -0.7509], [-0.7009, -11.3317, -2.1767], [-1.8618, -11.5680, -0.9647], [0.6958, -10.1966, -0.2758], [-0.6505, -8.7403, -1.6182], [-0.7411, -8.2284, -0.0179], [-2.1554, -9.0037, -0.7229], [-1.5875, -10.8461, 1.2250], [4.8815, 11.8752, 3.2829], [4.4716, 10.4036, 3.7879], [4.7042, 9.3654, 2.6990], [5.2781, 10.1209, 4.9426], [5.7674, 11.8888, 2.6481], [4.9206, 12.6705, 4.0273], [4.1389, 12.1036, 2.5183], [3.4242, 10.3509, 4.0851], [4.0219, 8.5236, 2.8168], [5.7581, 9.0915, 2.7483], [4.5226, 9.8698, 1.7499], [6.1399, 10.3088, 4.5636]],
  "mulliken_charge": [-1.40, 1.46, -1.29, -0.73, -1.23, 1.78, 0.04, -0.43, -1.95, -1.66, -1.83, 0.27, 0.38, 0.34, 0.36, 0.39, 0.32, 0.41, 0.43, 0.41, 0.40, 0.39, 0.41, 0.39, 0.43, 0.31, 0.36, 0.49, 0.36, 0.41, -1.52, 1.06, -1.15, -0.82, -1.26, 1.67, 0.57, -0.49, -2.08, -1.83, -1.90, 0.35, 0.36, 0.40, 0.39, 0.47, 0.34, 0.40, 0.51, 0.41, 0.47, 0.45, 0.39, 0.39, 0.47, 0.31, 0.41, 0.42, 0.41, 0.39, -1.84, 1.52, -1.17, -0.78, -1.09, 1.12, 0.23, -0.49, -1.53, -1.79, -1.63, 0.45, 0.37, 0.38, 0.51, 0.37, 0.40, 0.36, 0.36, 0.43, 0.37, 0.34, 0.39, 0.39, 0.35, 0.48, 0.35, 0.45, 0.36, 0.35, -0.64, 0.32, 0.32, -0.63, 0.31, 0.32, -0.64, 0.31, 0.32, -0.64, 0.32, 0.32, -1.23, 0.54, -1.36, -0.51, 0.30, 0.36, 0.31, 0.17, 0.36, 0.33, 0.43, 0.30, -1.22, 0.51, -1.20, -0.54, 0.32, 0.36, 0.31, 0.16, 0.35, 0.32, 0.30, 0.32, -1.44, 0.63, -1.25, -0.55, 0.38, 0.38, 0.37, 0.16, 0.31, 0.34, 0.34, 0.33, -1.18, 0.36, -1.21, -0.56, 0.30, 0.35, 0.32, 0.27, 0.36, 0.33, 0.32, 0.34, -1.24, 0.18, -0.99, -0.55, 0.37, 0.34, 0.36, 0.32, 0.29, 0.28, 0.30, 0.35],
  "orbital_gap_ev": 8.3,
  "total_charge": 0,
  "mol_weight_g_mol": 844.3,
  "e_lumo_ev": 0.3,
  "homo_energy_ev": -8.036,
  "e_above_lowest_kcal_mol": 126.3
}

***

No. 2
{
  "formula": "C42H105N7",
  "method": "the ωB97M-V functional and the def2-TZVPD basis",
  "elements": ["C", "C", "N", "C", "C", "C", "C", "H", "H", "H", "H", "H", "H", "H", "H", "H", "H", "H", "H", "H", "H", "H", "C", "C", "N", "C", "C", "C", "C", "H", "H", "H", "H", "H", "H", "H", "H", "H", "H", "H", "H", "H", "H", "H", "C", "C", "N", "C", "C", "C", "C", "H", "H", "H", "H", "H", "H", "H", "H", "H", "H", "H", "H", "H", "H", "H", "C", "C", "N", "C", "C", "C", "C", "H", "H", "H", "H", "H", "H", "H", "H", "H", "H", "H", "H", "H", "H", "H", "C", "C", "N", "C", "C", "C", "C", "H", "H", "H", "H", "H", "H", "H", "H", "H", "H", "H", "H", "H", "H", "H", "C", "C", "N", "C", "C", "C", "C", "H", "H", "H", "H", "H", "H", "H", "H", "H", "H", "H", "H", "H", "H", "H", "C", "C", "N", "C", "C", "C", "C", "H", "H", "H", "H", "H", "H", "H", "H", "H", "H", "H", "H", "H", "H", "H"],
  "positions_angstrom": [[16.8420, 19.9192, 24.5837], [17.6900, 19.0754, 23.6871], [19.0527, 19.5242, 23.8979], [19.9307, 18.3923, 23.9572], [19.6228, 17.4664, 25.2059], [19.3875, 20.6087, 22.9349], [20.7969, 21.1813, 23.2339], [17.4009, 19.9129, 25.5194], [15.7926, 19.6351, 24.6622], [16.9026, 20.9598, 24.2649], [17.4103, 18.0753, 24.0182], [17.3589, 19.3436, 22.6838], [19.7381, 17.8683, 23.0210], [20.9856, 18.6578, 23.8878], [18.6486, 16.9937, 25.0814], [20.3144, 16.6964, 25.5479], [19.5030, 18.0993, 26.0852], [18.7109, 21.4267, 23.1820], [19.1699, 20.2822, 21.9179], [21.5953, 20.7070, 22.6632], [21.0437, 21.1585, 24.2954], [20.6841, 22.2313, 22.9638], [24.6155, 17.5633, 28.4536], [23.7209, 16.3393, 28.2738], [24.4467, 15.2225, 27.6887], [23.6418, 13.9743, 27.7847], [24.3482, 12.6983, 27.3554], [24.9300, 15.4255, 26.3156], [23.7490, 15.5298, 25.2772], [24.7876, 18.0297, 27.4836], [25.5429, 17.1183, 28.8141], [24.3107, 18.4289, 29.0418], [23.4599, 16.0257, 29.2845], [22.8206, 16.6793, 27.7619], [23.3384, 13.6976, 28.7944], [22.6860, 14.1382, 27.2872], [23.6048, 11.9153, 27.5049], [24.6673, 12.6622, 26.3138], [25.2472, 12.4167, 27.9037], [25.6746, 14.7350, 25.9196], [25.5020, 16.3375, 26.1447], [24.0113, 15.8986, 24.2856], [23.0116, 16.2692, 25.5896], [23.2212, 14.5950, 25.0888], [13.5949, 14.8203, 29.0885], [14.7311, 15.6820, 29.5689], [14.9898, 16.6646, 28.4820], [15.6020, 16.0409, 27.2522], [15.6402, 16.9679, 26.0429], [15.6082, 17.8866, 29.0166], [17.1158, 17.6150, 29.2383], [13.4356, 14.0652, 29.8583], [13.7017, 14.2484, 28.1667], [12.6621, 15.3709, 28.9665], [14.4098, 16.1100, 30.5185], [15.6660, 15.1730, 29.8032], [16.6167, 15.7117, 27.4760], [15.1562, 15.1226, 26.8699], [16.3976, 16.5911, 25.3557], [14.6965, 17.0708, 25.5072], [15.9581, 17.9869, 26.2636], [15.0886, 18.1097, 29.9484], [15.3562, 18.6376, 28.2679], [17.5523, 17.4318, 28.2565], [17.2980, 16.6667, 29.7438], [17.7679, 18.4042, 29.6126], [13.7052, 17.2965, 22.0194], [14.6851, 18.3877, 21.4535], [14.9122, 17.9214, 20.0998], [15.8821, 16.8930, 20.0753], [15.8687, 16.1022, 18.7084], [15.1439, 19.0085, 19.1369], [16.4328, 19.8660, 19.3806], [14.0085, 16.2717, 21.8055], [12.6745, 17.3992, 21.6798], [13.6677, 17.3689, 23.1064], [14.1823, 19.3515, 21.5338], [15.5859, 18.3873, 22.0672], [15.5943, 16.1109, 20.7778], [16.8896, 17.2255, 20.3254], [14.8525, 15.8623, 18.3957], [16.4473, 15.1787, 18.7316], [16.3335, 16.5805, 17.8462], [15.0656, 18.6331, 18.1166], [14.3058, 19.7015, 19.2108], [16.4132, 20.7652, 18.7648], [16.4916, 20.1719, 20.4252], [17.3485, 19.3201, 19.1535], [19.5388, 13.9262, 27.9374], [19.5774, 14.4035, 29.3686], [20.8381, 14.0234, 30.0019], [21.0863, 14.9052, 31.1095], [20.0725, 14.8751, 32.2010], [21.0562, 12.5744, 30.2417], [22.3162, 12.1169, 31.0474], [18.5364, 13.9086, 27.5098], [19.8738, 12.9069, 27.7455], [20.1368, 14.6010, 27.3249], [19.3314, 15.4596, 29.4793], [18.7300, 13.9628, 29.8937], [22.0751, 14.6754, 31.5066], [21.2432, 15.8858, 30.6604], [20.2823, 15.4303, 33.1152], [19.1310, 15.2441, 31.7942], [20.0011, 13.8580, 32.5864], [20.9922, 12.0745, 29.2752], [20.1568, 12.3183, 30.8016], [23.2019, 12.2516, 30.4264], [22.2123, 11.0915, 31.4021], [22.4578, 12.5825, 32.0227], [23.3585, 23.7917, 25.5714], [22.4118, 24.9330, 25.4378], [21.0302, 24.5098, 25.0552], [20.4312, 23.4405, 25.9105], [18.9266, 23.1078, 25.6614], [20.1675, 25.6155, 24.5838], [20.4361, 26.0338, 23.1589], [23.3593, 23.0325, 24.7892], [23.4188, 23.3265, 26.5553], [24.3796, 24.1683, 25.5114], [22.4472, 25.4704, 26.3854], [22.7825, 25.5032, 24.5860], [20.9281, 22.5236, 25.5937], [20.4963, 23.6130, 26.9848], [18.2294, 23.8988, 25.9376], [18.8639, 22.9635, 24.5828], [18.5578, 22.2013, 26.1413], [20.2182, 26.4770, 25.2496], [19.1542, 25.2154, 24.5463], [19.8071, 26.7746, 22.6653], [20.4740, 25.2016, 22.4560], [21.4627, 26.3953, 23.2185], [17.3315, 26.0787, 19.2663], [16.9446, 24.6158, 18.8731], [17.7139, 23.6373, 19.5476], [19.1269, 23.8937, 19.3433], [19.5666, 24.0133, 17.8762], [17.5766, 23.5642, 21.0031], [16.2449, 23.3066, 21.5273], [16.8247, 26.8009, 18.6264], [18.3985, 26.2038, 19.0819], [17.0957, 26.4231, 20.2732], [15.9126, 24.5056, 19.2062], [17.0217, 24.5186, 17.7902], [19.6054, 24.7264, 19.8588], [19.7163, 23.0532, 19.7096], [19.2137, 23.1443, 17.3209], [19.1308, 24.9013, 17.4185], [20.6314, 24.1870, 17.7207], [17.9570, 24.5337, 21.3245], [18.3038, 22.8475, 21.3848], [16.0805, 23.3888, 22.6017], [15.7590, 22.4860, 20.9995], [15.6088, 24.1502, 21.2592]],
  "mulliken_charge": [-1.15, 0.61, 0.81, -0.92, -1.14, 0.30, -1.59, 0.12, 0.47, 0.08, 0.14, -0.70, 0.31, 0.57, 0.25, 0.43, 0.33, -0.63, 0.38, 0.49, 0.37, 0.34, -1.58, 0.40, 0.03, 0.82, -1.53, -0.88, -0.80, 0.30, 0.35, 0.42, 0.18, -0.01, -0.48, -0.01, 0.43, 0.41, 0.29, 0.34, 0.43, 0.49, 0.13, 0.23, -1.33, -0.17, -0.03, 0.30, -0.78, -0.96, -0.38, 0.44, 0.31, 0.30, 0.45, 0.03, -0.25, 0.35, 0.26, 0.25, -0.07, 0.43, 0.32, -0.04, 0.11, 0.49, -1.21, -0.06, 0.23, -0.13, -1.54, -1.12, -0.21, 0.25, 0.37, 0.32, 0.39, -0.19, 0.42, 0.11, 0.35, 0.44, 0.34, 0.43, 0.38, 0.35, -0.26, 0.36, -1.13, -0.78, 1.04, -0.98, -1.22, -0.65, -1.28, 0.33, 0.38, 0.01, 0.50, 0.23, 0.58, 0.44, 0.42, 0.14, 0.28, 0.21, 0.51, 0.24, 0.43, 0.31, -1.39, -0.31, 0.59, -0.49, -1.28, -0.47, -1.24, 0.26, 0.33, 0.44, 0.30, 0.25, 0.22, 0.38, 0.47, 0.17, 0.39, 0.25, 0.23, 0.40, 0.21, 0.37, -1.05, -0.80, 0.17, -0.33, -1.54, 0.55, -1.68, 0.43, 0.26, 0.27, 0.46, 0.46, 0.23, 0.42, 0.33, 0.29, 0.45, 0.18, -0.29, 0.39, 0.34, 0.48],
  "orbital_gap_ev": 8.7,
  "total_charge": 0,
  "mol_weight_g_mol": 708.4,
  "e_lumo_ev": 0.6,
  "homo_energy_ev": -8.070,
  "e_above_lowest_kcal_mol": 88.3
}

***

> Number 1 is which compound?

C42H105N3O12